No. 1
A single C10H9NO4 molecule in a non-equilibrium geometry. Source: the Open Molecules 2025 dataset; level of theory: wB97M-V/def2-TZVPD.

```
! wB97M-V def2-TZVPD RIJCOSX def2/J DEFGRID3
* xyz 0 1
C -2.95679 1.29931 -0.86938
C -1.85394 2.04897 -1.12700
C -2.75523 0.06719 -0.17885
C -0.53521 1.64144 -0.88525
C -1.43671 -0.36584 0.17896
C -0.34579 0.46724 -0.23466
C -1.39301 -1.63455 0.94296
C 1.69964 -0.47625 -1.54656
C 1.05990 -0.01295 -0.09415
C 3.05418 -0.44139 1.23304
N 1.74575 0.10680 1.04364
O 2.16018 0.64311 -1.70460
O -2.39224 -2.30386 1.15585
O 1.78695 -1.59789 -1.98928
O -0.09434 -2.06098 1.19282
H -3.90289 1.61964 -1.16678
H -1.88083 2.96373 -1.64993
H -3.64373 -0.55522 -0.05728
H 0.21773 2.38371 -1.29754
H 3.89110 0.27577 0.92883
H 2.98142 -0.54967 2.32867
H 3.26305 -1.32894 0.55729
H -0.19027 -3.01916 1.53748
H 1.52108 0.82979 1.70172
*
```

Properties
F_max: 3.57 eV/A
ΔE to the lowest compared entry with this formula, charge and spin: 138.30 kJ/mol
HOMO: -9.0453 eV
HOMO-LUMO gap: 8.89 eV

No. 2
A single C10H9NO5 molecule in a non-equilibrium geometry. Source: the Open Molecules 2025 dataset; level of theory: wB97M-V/def2-TZVPD.

```
! wB97M-V def2-TZVPD RIJCOSX def2/J DEFGRID3
* xyz 0 1
C -3.39562 -1.18058 -0.47511
C -2.46726 -1.96612 0.20489
C -3.03248 0.09382 -0.90904
C -1.22050 -1.41307 0.35342
C -0.89352 -0.16088 -0.01655
C -0.06610 -2.07756 0.93884
C 2.74597 0.57910 -0.40395
C 0.61360 0.07078 0.50512
C 3.35581 1.27870 -1.61263
C 0.52651 1.14113 1.63240
N -1.81759 0.69976 -0.52161
O -1.56618 1.86995 -0.68838
O -0.00058 -3.14793 1.47432
O 3.32986 0.38265 0.61693
O 0.98190 -1.18975 0.97790
O 1.42188 0.50206 -0.51251
H -4.38214 -1.61080 -0.77228
H -2.69288 -3.00020 0.64757
H -3.62711 0.88818 -1.36096
H 3.69044 0.50883 -2.17611
H 4.18963 1.90442 -1.32062
H 2.57933 1.84876 -2.17116
H -0.25505 0.89374 2.26960
H 0.47968 2.13892 1.17928
H 1.50239 0.94607 2.14062
*
```

Properties
F_max: 4.12 eV/A
ΔE to the lowest compared entry with this formula, charge and spin: 0.00 kJ/mol
HOMO (spin up / spin down): -9.0682 / -9.0666 eV
HOMO-LUMO gap (spin up / spin down): 8.66 / 8.66 eV

No. 3
A molecular structure, C10HF5IrN9O4S. Source: the Open Molecules 2025 dataset; level of theory: wB97M-V/def2-TZVPD.

```
! wB97M-V def2-TZVPD RIJCOSX def2/J DEFGRID3
* xyz -2 1
Ir -0.23456 -0.50580 1.04509
O -3.43633 1.65740 -0.11690
C -2.65657 0.85289 0.33974
O -1.37346 0.86227 0.10934
C -3.07694 -0.32641 1.24432
O -4.22166 -0.56637 1.55092
O -2.06257 -1.05926 1.62586
N 2.08263 0.02471 3.54001
C 2.42709 -0.82172 2.52608
N 3.61318 -1.37838 2.43123
N 3.51526 -2.17221 1.32699
N 2.36944 -2.09932 0.79553
N 1.60186 -1.21901 1.52787
C 0.91139 0.75346 3.61693
N 0.63993 1.60281 4.58857
N -0.58894 2.06754 4.27080
N -1.01793 1.53142 3.18622
N -0.07656 0.67910 2.73152
H 2.79665 0.23534 4.21446
F 0.19956 1.59393 -5.62395
C 0.04721 0.82291 -4.52780
C 0.80268 1.05358 -3.39248
F 1.70282 2.05242 -3.39323
C 0.65228 0.24827 -2.27785
F 1.46480 0.50293 -1.24072
C -0.25990 -0.80481 -2.22625
S -0.47999 -1.87254 -0.86042
C -0.99731 -1.01081 -3.39699
F -1.89464 -2.00829 -3.46421
C -0.85546 -0.22636 -4.52503
F -1.59396 -0.46969 -5.62567
*
```

Properties
F_max: 0.44 eV/A
ΔE to the lowest compared entry with this formula, charge and spin: 0.00 kJ/mol
HOMO: -2.3882 eV
HOMO-LUMO gap: 7.05 eV

No. 4
A molecular structure, C11H10BN9Tc. Source: the Open Molecules 2025 dataset; level of theory: wB97M-V/def2-TZVPD.

```
! wB97M-V def2-TZVPD RIJCOSX def2/J DEFGRID3
* xyz 2 2
Tc 0.61193 -0.68543 0.74069
C 0.95481 3.44967 0.86644
C 1.44033 2.21131 1.20490
N 0.60452 1.26347 0.70486
N -0.41133 1.89326 0.04464
C -0.21427 3.20380 0.13963
B -1.53357 1.05825 -0.64784
N -0.82835 0.09597 -1.63350
C -0.94875 -0.08700 -2.94851
C -0.04575 -1.06309 -3.36100
C 0.62889 -1.43949 -2.22010
N 0.13858 -0.74000 -1.17182
N -2.17503 0.17163 0.45078
C -3.41870 0.04322 0.89864
C -3.43791 -0.89563 1.93424
C -2.13281 -1.29620 2.07663
N -1.35539 -0.64999 1.16624
H 1.38208 4.40709 1.10879
H 2.32266 1.93295 1.75834
H -0.91004 3.89143 -0.31527
H -2.32606 1.75468 -1.18695
H -1.66324 0.48959 -3.51420
H 0.09981 -1.43719 -4.35918
H 1.41898 -2.15916 -2.08405
H -4.22131 0.62145 0.46850
H -4.29258 -1.22365 2.49930
H -1.70180 -2.00548 2.76645
N 6.27677 -3.92855 1.50712
C 5.42608 -3.26001 1.11385
N 4.46180 -2.49167 0.66514
C 3.44829 -1.88326 0.69623
N 2.40135 -1.24196 0.63101
*
```

Properties
F_max: 0.37 eV/A
<S²>: 1.22
HOMO (spin up / spin down): -16.4569 / -16.2937 eV
HOMO-LUMO gap (spin up / spin down): 6.11 / 6.40 eV

No. 5
A molecular structure, C11H10Br2IMgN3O2 in a non-equilibrium geometry. Source: the Open Molecules 2025 dataset; level of theory: wB97M-V/def2-TZVPD.

```
! wB97M-V def2-TZVPD RIJCOSX def2/J DEFGRID3
* xyz 0 1
Mg 2.10783 -11.83301 -2.66542
C 5.64896 -10.72537 -3.47838
C 5.27638 -12.06276 -4.00091
C 6.27400 -12.83498 -4.68572
C 5.94255 -14.05661 -5.08780
C 4.68403 -14.56370 -4.83453
C 4.26967 -15.83924 -5.33282
Br 5.60882 -17.05479 -5.92413
C 2.96901 -16.26005 -5.12671
C 2.05331 -15.49118 -4.41121
Br 0.35552 -16.31477 -4.03688
C 2.36031 -14.16828 -4.04224
O 1.46825 -13.35818 -3.66194
C 3.69260 -13.73530 -4.18252
N 4.04388 -12.47810 -3.71949
H 6.62422 -10.43921 -3.72435
H 5.62946 -10.85156 -2.43676
H 4.96906 -9.92539 -3.73495
H 7.27370 -12.40064 -4.66563
H 6.71842 -14.57343 -5.65039
H 2.67768 -17.24662 -5.47530
N 2.21602 -9.00978 -0.33272
C 3.36089 -9.61238 -0.85865
N 4.52974 -9.10179 -0.41123
O 3.22998 -10.56113 -1.63246
H 2.42364 -8.26800 0.27658
H 1.23775 -9.24581 -0.47356
H 4.45009 -8.14250 -0.06377
H 5.32730 -9.26609 -0.96914
I -0.36485 -10.83721 -2.09592
*
```

Properties
F_max: 4.15 eV/A
HOMO: -7.5193 eV
HOMO-LUMO gap: 7.27 eV

No. 6
A molecular structure, C11H10BrNSZr in a non-equilibrium geometry. Source: the Open Molecules 2025 dataset; level of theory: wB97M-V/def2-TZVPD.

```
! wB97M-V def2-TZVPD RIJCOSX def2/J DEFGRID3
* xyz 0 1
C 2.10529 -0.12038 -0.25120
C 2.25504 -0.27393 1.17254
C 1.72841 -1.59933 1.52989
H 2.79094 0.39574 1.83189
C 1.34093 -2.26338 0.28900
C 1.50245 -1.31888 -0.78620
H 1.31638 -1.49226 -1.85181
H 2.53855 0.66149 -0.87670
H 1.81669 -2.07010 2.51609
H 1.18958 -3.35470 0.17816
Zr -0.00733 -0.26968 1.02957
Br 0.00158 1.23624 2.96565
C -2.17694 1.25407 -0.89369
C -1.58985 0.64478 -2.05116
C -0.35104 1.26025 -2.29782
H -2.06909 -0.11883 -2.64015
C -0.15598 2.28715 -1.31747
C -1.27417 2.27680 -0.43775
H -1.50288 2.98935 0.34632
H -3.19314 1.12464 -0.55351
H 0.34841 1.01543 -3.08362
H 0.63534 3.03454 -1.34712
S -1.86515 -1.99091 0.79442
C -2.47591 -1.73917 2.32496
N -2.90813 -1.56893 3.40971
*
```

Properties
F_max: 5.67 eV/A
ΔE to the lowest compared entry with this formula, charge and spin: 0.00 kJ/mol
HOMO (spin up / spin down): -7.4804 / -7.4797 eV
HOMO-LUMO gap (spin up / spin down): 5.69 / 5.69 eV

No. 7
A molecular structure, C11H10ClGaN in a non-equilibrium geometry. Source: the Open Molecules 2025 dataset; level of theory: wB97M-V/def2-TZVPD.

```
! wB97M-V def2-TZVPD RIJCOSX def2/J DEFGRID3
* xyz -1 1
C 0.91461 -2.21042 0.46898
C 0.97654 -1.70213 -0.87375
C -0.34563 -1.75620 -1.42715
H 1.86906 -1.38834 -1.41029
C -1.23352 -2.11726 -0.36920
C -0.45241 -2.40507 0.78515
H -0.83664 -2.79339 1.72768
H 1.76200 -2.34782 1.13636
H -0.64753 -1.49017 -2.43858
H -2.31880 -2.13592 -0.39658
Ga 0.01886 1.39146 -1.78585
Cl 2.01022 1.60609 -1.09307
C 0.07012 2.53447 -3.46946
C -1.19965 1.84340 -3.80526
C -0.85775 0.64919 -4.50247
H -2.16625 2.31676 -3.76869
C 0.56029 0.55088 -4.60299
C 1.15525 1.66809 -3.97901
H 2.19492 1.94738 -4.03112
H 0.15812 3.56076 -3.17020
H -1.55326 0.00124 -5.02469
H 1.09612 -0.21202 -5.16588
N -0.61665 1.23318 1.85655
C -0.55802 1.25595 0.68121
*
```

Properties
F_max: 3.86 eV/A
ΔE to the lowest compared entry with this formula, charge and spin: 120.51 kJ/mol
HOMO (spin up / spin down): -3.3836 / -3.3839 eV
HOMO-LUMO gap (spin up / spin down): 5.43 / 5.44 eV

No. 8
A single C11H10ClNO molecule in a non-equilibrium geometry. Source: the Open Molecules 2025 dataset; level of theory: wB97M-V/def2-TZVPD.

```
! wB97M-V def2-TZVPD RIJCOSX def2/J DEFGRID3
* xyz 0 1
C -3.50046 -0.76715 0.46610
C -2.99096 -1.87374 -0.13800
C -2.67980 0.39863 0.50088
C -1.69571 -1.94642 -0.65212
C -1.39202 0.36450 0.05490
C -0.87692 -0.81181 -0.54201
C 1.17482 0.16905 -0.72118
C 0.56919 1.54472 1.14549
C -0.52567 1.54653 0.22308
C 3.48992 -0.19105 0.05405
C 2.55661 0.59646 -0.80444
N 0.46852 -0.80012 -0.83312
O 1.45492 2.42844 1.09347
Cl -0.62449 2.78880 -0.99574
H -4.55845 -0.79817 0.87022
H -3.59408 -2.89778 -0.07461
H -3.07304 1.30722 0.74071
H -1.27282 -2.83322 -1.05771
H 0.62344 0.82302 2.01739
H 3.03683 -1.21166 0.20641
H 3.39478 0.15692 1.09720
H 4.53821 -0.23208 -0.19891
H 2.89812 0.52391 -1.93790
H 2.57906 1.71502 -0.51416
*
```

Properties
F_max: 3.98 eV/A
ΔE to the lowest compared entry with this formula, charge and spin: 161.22 kJ/mol
HOMO (spin up / spin down): -8.0536 / -8.0557 eV
HOMO-LUMO gap (spin up / spin down): 7.80 / 7.80 eV

No. 9
A molecular structure, C11H10ClNO2ReS in a non-equilibrium geometry. Source: the Open Molecules 2025 dataset; level of theory: wB97M-V/def2-TZVPD.

```
! wB97M-V def2-TZVPD RIJCOSX def2/J DEFGRID3
* xyz 2 4
Cl -3.94917 0.75310 -1.32075
C 0.44041 -2.42307 -1.03494
C 1.61867 -1.68044 -0.66750
C 1.47488 -0.35442 -1.17133
H 2.49824 -2.06196 -0.13205
C 0.19948 -0.25732 -1.85103
C -0.41626 -1.55440 -1.76523
H -1.38207 -1.78191 -2.22993
H 0.28608 -3.49836 -0.86098
H 2.17374 0.48036 -1.06756
C -0.33663 0.95383 -2.53716
Re -0.14546 -0.81525 0.21192
C 0.13753 -2.03278 1.71006
C -2.10849 -1.01965 0.62921
O 0.29608 -2.67831 2.67965
O -3.18019 -1.10074 1.04900
H 0.01202 1.87717 -2.04906
H -1.43766 0.93927 -2.52293
H 0.01703 0.96322 -3.58096
S -0.18415 3.40023 2.20080
C 1.19868 2.45817 2.77455
C 1.17645 1.18035 2.25430
N 0.05844 0.94836 1.47204
C -0.73199 2.03376 1.28344
H 1.96288 2.85728 3.45227
H 1.93163 0.39738 2.40993
H -1.61017 2.01614 0.66421
*
```

Properties
F_max: 6.82 eV/A
ΔE to the lowest compared entry with this formula, charge and spin: 0.00 kJ/mol
<S²>: 3.77
HOMO (spin up / spin down): -17.0722 / -17.1644 eV
HOMO-LUMO gap (spin up / spin down): 9.76 / 6.65 eV

No. 10
A molecular structure, C11H10ClNOSm in a non-equilibrium geometry. Source: the Open Molecules 2025 dataset; level of theory: wB97M-V/def2-TZVPD.

```
! wB97M-V def2-TZVPD RIJCOSX def2/J DEFGRID3
* xyz -1 6
C -2.18761 -0.52947 0.73442
C -1.76765 -1.51442 -0.21493
C -1.59507 -0.85080 -1.48748
H -1.59933 -2.54339 -0.02105
C -1.87819 0.54830 -1.30401
C -2.26346 0.73390 0.05874
H -2.48768 1.67008 0.52012
H -2.35480 -0.69004 1.76948
H -1.23315 -1.30092 -2.37766
H -1.79843 1.30288 -2.04323
Sm 0.04333 -0.06527 -0.10812
Cl 0.75552 0.84859 2.08438
C 4.30173 -2.47833 -2.48907
C 3.81111 -1.94454 -3.71457
C 2.85786 -2.86082 -4.24345
H 4.10839 -1.01541 -4.16217
C 2.75942 -3.96103 -3.34468
C 3.65197 -3.72472 -2.26053
H 3.80797 -4.37278 -1.41923
H 5.03335 -2.02190 -1.85006
H 2.31061 -2.74345 -5.15951
H 2.12497 -4.81866 -3.46433
O -1.47725 2.92679 3.13153
C -1.11700 2.17462 2.31174
N -0.76527 1.39927 1.41283
*
```

Properties
F_max: 10.32 eV/A
ΔE to the lowest compared entry with this formula, charge and spin: 1044.82 kJ/mol
<S²>: 9.23
HOMO (spin up / spin down): -2.8359 / -2.8305 eV
HOMO-LUMO gap (spin up / spin down): 4.91 / 4.90 eV

No. 11
A molecular structure, C11H10I2IrN4O4. Source: the Open Molecules 2025 dataset; level of theory: wB97M-V/def2-TZVPD.

```
! wB97M-V def2-TZVPD RIJCOSX def2/J DEFGRID3
* xyz 3 5
Ir -0.58841 -0.78702 0.25860
I 2.66160 3.34395 -0.79378
C 1.23568 2.43222 -1.87561
C 0.96946 2.90711 -3.18299
C -0.00790 2.32219 -3.99296
I -0.24967 3.13251 -5.82974
C -0.78120 1.20111 -3.50581
C -1.78777 0.53635 -4.23305
C -2.44891 -0.51683 -3.65422
C -2.11707 -0.91538 -2.35596
N -1.17156 -0.30293 -1.65235
C -0.51111 0.74027 -2.21537
C 0.49610 1.32570 -1.35093
O 0.67539 0.84705 -0.19833
H 1.54096 3.74613 -3.56098
H -2.04319 0.84645 -5.23800
H -3.22683 -1.04938 -4.18403
H -2.62895 -1.74378 -1.88551
C 0.83394 -2.26251 5.42594
O 0.17938 -2.21376 4.12983
C 0.50289 -1.33802 3.22570
O -0.15805 -1.42982 2.15888
N 1.46223 -0.45173 3.48115
N 1.82425 0.49519 2.52599
H 0.35493 -3.08273 5.94671
H 0.65975 -1.33306 5.96698
H 1.89458 -2.47748 5.30032
H 1.92827 -0.47076 4.37729
H 2.80162 0.37404 2.28815
H 1.66853 1.42399 2.89957
O -2.11712 -3.02640 1.26185
N -1.85180 -2.27267 0.46264
*
```

Properties
F_max: 0.38 eV/A
ΔE to the lowest compared entry with this formula, charge and spin: 1.85 kJ/mol
<S²>: 6.04
HOMO (spin up / spin down): -18.3609 / -18.6177 eV
HOMO-LUMO gap (spin up / spin down): 7.91 / 4.54 eV

No. 12
A single C11H10N2 molecule in a non-equilibrium geometry. Source: the Open Molecules 2025 dataset; level of theory: wB97M-V/def2-TZVPD.

```
! wB97M-V def2-TZVPD RIJCOSX def2/J DEFGRID3
* xyz 0 1
C -2.71750 0.48020 1.02521
C 2.63949 1.25648 0.97368
C 2.62121 -0.09216 0.87008
C 1.52982 1.94327 0.53905
C 1.47213 -0.84011 0.53517
C 0.30269 1.23189 0.20871
C 0.23739 -0.18406 0.29941
C -0.62510 1.98142 -0.47686
C -1.90280 1.57344 -1.00028
C -2.68537 0.67272 -0.39669
C -1.24092 -2.17975 0.06185
N -2.95072 0.41382 2.14353
N -0.95638 -0.78146 0.23130
H 3.55565 1.84244 1.05854
H 3.55075 -0.68154 1.13274
H 1.64274 3.05492 0.65090
H 1.51914 -1.89965 0.74499
H -0.29190 3.01385 -0.77730
H -2.21068 1.88034 -1.99054
H -3.50194 0.32712 -0.89890
H -0.59513 -2.93443 0.52935
H -2.22898 -2.22353 0.35930
H -1.16038 -2.49044 -0.97994
*
```

Properties
F_max: 5.32 eV/A
ΔE to the lowest compared entry with this formula, charge and spin: 418.58 kJ/mol
HOMO (spin up / spin down): -7.9896 / -7.9846 eV
HOMO-LUMO gap (spin up / spin down): 6.92 / 6.91 eV